[1]
This record from OMol25 describes a molecular structure, C6H7N at a distorted geometry. The level of theory is ωB97M-V with the def2-TZVPD basis set.

Calculated values
ΔE to the lowest compared entry with this formula, charge and spin = 163.8 kcal per mole
LUMO (spin up / spin down) = -0.05 / -0.47 eV
Highest occupied orbital energy (spin up / spin down) = -8.78 / -7.60 eV
F_max = 5.4 eV/Å
DFT total energy = -287.3262 a.u.

Last column: Löwdin charge in e.
Element x y z (Å)
N: -1.157 1.618 0.376  0.13
C: -1.019 0.342 -0.141  -0.36
C: -1.740 -0.836 0.334  -0.04
C: 1.578 -0.034 0.470  -0.14
C: 0.349 0.465 -0.502  -0.22
C: 2.816 0.190 0.137  0.12
C: 0.115 1.903 0.015  -0.05
H: 3.368 0.823 -0.500  0.02
H: 0.602 0.271 -1.609  0.16
H: -1.821 -1.345 -0.592  0.07
H: 0.579 2.773 0.261  0.07
H: -1.158 -1.445 1.067  0.10
H: -2.758 -0.671 0.671  0.08
H: 1.231 -0.710 1.199  0.07


[2]
This record from OMol25 describes 2 unconnected molecules or ions with the total composition C2H8N2S at a distorted geometry. The level of theory is ωB97M-V with the def2-TZVPD basis set.

Calculated values
ΔE to the lowest compared entry with this formula, charge and spin = 15.5 kcal per mole
LUMO = 0.38 eV
Highest occupied orbital energy = -7.11 eV
F_max = 2.4 eV/Å
DFT total energy = -588.6552 a.u.

Last column: Löwdin charge in e.
Element x y z (Å)
S: -1.976 0.530 -0.336  0.06
N: 0.987 0.101 -0.325  -0.05
N: 0.062 -0.934 1.524  0.13
C: 2.105 0.343 -1.232  -0.04
C: 1.079 -0.616 0.755  -0.20
H: 2.089 -0.850 1.050  0.15
H: 2.617 -0.584 -1.314  0.07
H: 0.061 -1.514 2.365  0.13
H: -0.002 0.376 -0.537  -0.08
H: -0.795 -0.499 1.154  -0.05
H: 2.745 1.159 -0.909  0.08
H: 1.624 0.633 -2.233  0.13
H: -3.173 0.270 0.277  -0.33